ORCA calculation (ωB97M-V/def2-TZVPD) on a molecular structure, C22H25ClF6N5O5PReSb2Se4Te at a distorted geometry.

Output
2S+1: 2
LUMO level (alpha / beta) in eV: -6.426 / -9.831
HOMO (alpha / beta) in eV: -12.54 / -12.54
Frontier orbital gap (alpha / beta) in Eh: 0.225 / 0.100
Max |F| in eV Å⁻¹: 2.0
DFT total energy in a.u.: -13336.2916
Charge: +2
Energy above the lowest of the compared OMol25 structures with the same formula, charge and spin in kJ/mol: 31.2

```
73
C22H25ClF6N5O5PReSb2Se4Te ωB97M-V/def2-TZVPD
Re -0.64649 -0.80592 1.15253
Se -5.12459 -1.24401 3.77158
Sb -3.01388 -0.82741 4.58887
Se -1.64470 0.65668 2.77260
Se -1.17585 -2.70238 2.41684
Se -1.45725 -1.04017 6.27794
Cl -7.67997 2.07289 -2.98246
C -6.38904 1.62274 -1.95021
C -5.40293 0.76308 -2.42983
C -4.36474 0.40267 -1.60031
C -4.31151 0.90083 -0.29290
C -5.30362 1.77026 0.17492
C -6.34469 2.12869 -0.65317
C -3.19832 0.52732 0.54880
O -3.14306 1.05389 1.73650
O -2.31668 -0.28570 0.11806
H -5.45833 0.40040 -3.44613
H -3.57946 -0.24972 -1.95641
H -5.25307 2.16412 1.18012
H -7.12001 2.79992 -0.31327
C -3.65787 -5.08565 -1.61784
C -3.32794 -3.70086 -2.10947
O -2.44184 -2.98428 -1.17436
P -0.94228 -3.28605 -0.91885
O -0.20003 -2.02495 -0.51806
Te -0.69606 -4.78015 0.99459
O -0.39097 -3.92536 -2.22008
C 1.04980 -4.09525 -2.49191
C 1.52471 -2.99680 -3.40502
H -4.39921 -5.52601 -2.28481
H -4.07686 -5.05840 -0.61254
H -2.78243 -5.73653 -1.62512
H -4.20684 -3.06370 -2.15592
H -2.83629 -3.70936 -3.07988
H 1.12443 -5.07700 -2.95071
H 1.57937 -4.10842 -1.53724
H 0.96571 -3.00556 -4.33926
H 2.57759 -3.15829 -3.63783
H 1.41610 -2.01723 -2.94046
F 0.10306 0.73620 -0.08239
Sb 0.40655 2.76208 -0.02741
F 0.72983 4.58168 0.13113
F 2.10915 2.34383 -0.70431
F -0.31567 2.77794 -1.74030
F 1.05227 2.35930 1.70531
F -1.33407 2.80595 0.69724
C 2.68445 -0.71338 -0.27646
C 2.44811 -0.46884 1.16574
N 1.31446 -0.63735 1.86307
C 1.59934 -0.33307 3.19144
C 2.88809 0.03690 3.28396
N 3.41025 -0.05474 2.00760
C 4.77893 0.29974 1.64178
N 4.83924 1.39985 0.72916
N 5.30597 1.16593 -0.54492
N 5.33010 2.25428 -1.18790
C 4.86828 3.26645 -0.36687
C 4.67456 4.61614 -0.62929
C 4.14454 5.39133 0.40274
C 3.82410 4.83666 1.64556
C 4.01537 3.49007 1.91560
C 4.54739 2.71791 0.87366
H 1.87398 -1.30235 -0.69005
H 3.62639 -1.24614 -0.41364
H 2.74885 0.22623 -0.82240
H 0.86415 -0.43157 3.97166
H 3.48686 0.32742 4.12926
H 5.27233 -0.53571 1.14798
H 5.30836 0.53264 2.56481
H 4.91664 5.04084 -1.59365
H 3.97196 6.44564 0.23706
H 3.40966 5.47591 2.41281
H 3.74566 3.06387 2.87271
```

Atom charges from the Mulliken analysis, given in e for atoms 1 to 2: 1.60, -0.32

---

ORCA calculation (ωB97M-V/def2-TZVPD) on a single C22H25ClN2O4S molecule at a distorted geometry.

Output
LUMO level in eV: 0.272
HOMO in eV: -8.75
Frontier orbital gap in Eh: 0.331
Max |F| in eV Å⁻¹: 1.1
SMILES string: COc1ccc(Cl)cc1N(CC(=O)N[C@@H]1C[C@H]2CC[C@@H]1C2)S(=O)(=O)c1ccccc1
DFT total energy in a.u.: -2122.1809
Energy above the lowest of the compared OMol25 structures with the same formula, charge and spin in kJ/mol: 24.3

```
55
C22H25ClN2O4S ωB97M-V/def2-TZVPD
C 0.92758 0.32437 2.77110
O 1.97140 -0.40046 2.13189
C 2.83640 0.33775 1.36834
C 4.17867 0.36258 1.72028
C 5.10327 1.06615 0.97048
C 4.66736 1.76109 -0.14458
Cl 5.79922 2.65271 -1.09475
C 3.34052 1.72907 -0.53607
C 2.41218 1.00364 0.20509
N 1.08436 0.86348 -0.19448
C 0.40296 1.92372 -0.91489
C -0.97999 2.11080 -0.26443
O -1.17559 2.97125 0.57063
N -1.90279 1.24959 -0.70761
C -3.22966 1.15375 -0.13620
C -3.35317 -0.00471 0.88140
C -4.44631 -0.88865 0.27331
C -5.78728 -0.15611 0.40073
C -5.65538 0.99135 -0.62121
C -4.25735 0.77290 -1.21165
C -4.15461 -0.75259 -1.22032
S 0.55232 -0.71988 -0.51730
O -0.05148 -0.66219 -1.82571
O -0.29474 -1.20315 0.52794
C 2.06063 -1.67249 -0.61599
C 2.93187 -1.40408 -1.65425
C 4.11854 -2.11207 -1.73465
C 4.40948 -3.07894 -0.78430
C 3.51448 -3.35288 0.23765
C 2.32677 -2.64502 0.32595
H 0.39652 0.98271 2.08376
H 0.23808 -0.42640 3.14877
H 1.33555 0.91353 3.59886
H 4.48485 -0.17524 2.60355
H 6.14279 1.08617 1.25409
H 3.03474 2.24858 -1.43030
H 0.96057 2.85217 -0.78835
H 0.30254 1.67371 -1.97632
H -1.61160 0.49848 -1.31921
H -3.43414 2.12726 0.31612
H -3.61349 0.35223 1.87649
H -2.40793 -0.54395 0.94591
H -4.45819 -1.90114 0.67258
H -5.95166 0.20943 1.41330
H -6.61464 -0.81837 0.14394
H -5.74749 1.97275 -0.15806
H -6.41385 0.91450 -1.40054
H -4.09286 1.28137 -2.16037
H -4.90796 -1.22354 -1.84963
H -3.16779 -1.12132 -1.49497
H 2.67114 -0.65632 -2.38630
H 4.81382 -1.90960 -2.53455
H 5.33813 -3.62621 -0.84572
H 3.74176 -4.11434 0.96762
H 1.61145 -2.81747 1.11291
```

Atom charges from the natural (NBO) analysis, given in e for atoms 1 to 2: -0.25, -0.54

---

ORCA calculation (ωB97M-V/def2-TZVPD) on a molecular structure, C22H25ClN3O6RuSSiTe at a distorted geometry.

Output
2S+1: 2
LUMO level (alpha / beta) in eV: -2.409 / -0.846
HOMO (alpha / beta) in eV: -8.49 / -8.39
Frontier orbital gap (alpha / beta) in Eh: 0.223 / 0.277
Max |F| in eV Å⁻¹: 3.4
DFT total energy in a.u.: -2979.8238
Energy above the lowest of the compared OMol25 structures with the same formula, charge and spin in kJ/mol: 0.0

```
61
C22H25ClN3O6RuSSiTe ωB97M-V/def2-TZVPD
Ru -0.06009 -1.37517 1.14299
O -3.47099 -0.98177 6.11459
C -2.76499 0.10833 5.91139
O -2.60639 0.94903 6.76149
C -2.17269 0.29083 4.55309
C -1.61529 1.47823 4.08619
Cl -1.43899 2.96293 4.86709
N -1.16199 1.26223 2.82939
N -1.39309 0.00153 2.46729
C -1.98619 -0.61167 3.48369
C -2.24479 -2.08917 3.37549
O -3.03929 -2.63817 4.13139
O -1.57229 -2.67167 2.46899
C -0.51659 2.16413 1.96119
C 0.63141 1.76043 1.28779
C 1.23591 2.63183 0.39969
C 0.70391 3.89263 0.18789
C -0.43659 4.28923 0.86579
C -1.05339 3.42803 1.75379
H -3.42849 -1.65297 5.36989
H 1.06451 0.77343 1.47629
H 2.13091 2.33553 -0.12291
H 1.17601 4.56673 -0.51001
H -0.86009 5.26823 0.70359
H -1.95309 3.71753 2.27169
C -1.06969 2.19433 -3.22131
Si 0.60681 1.48683 -3.75931
C 0.42611 0.55623 -5.41771
C 1.88661 2.89823 -3.90581
C 1.35391 0.16433 -2.60161
C 2.65551 -0.26967 -2.82311
C 3.20651 -1.31077 -2.08971
C 2.42241 -1.92307 -1.12801
N 1.19501 -1.49867 -0.86711
C 0.66971 -0.47487 -1.56031
S -0.90169 -0.01557 -0.97941
H -1.36209 3.00913 -3.87691
H -1.04709 2.57723 -2.20591
H -1.84979 1.44123 -3.26641
H 0.07291 1.22303 -6.19661
H -0.28699 -0.25877 -5.33531
H 1.36741 0.13153 -5.75331
H 1.52031 3.67273 -4.57241
H 2.83431 2.55403 -4.30841
H 2.08641 3.36123 -2.94381
H 3.25291 0.21313 -3.58191
H 4.21081 -1.65597 -2.27191
H 2.77551 -2.76427 -0.54581
C -1.57439 -4.10667 -2.04991
Te -1.76269 -3.43507 0.02079
C -0.01899 -4.53697 0.63039
H -1.63369 -5.19197 -2.09181
H -0.63659 -3.78427 -2.49661
H -2.39609 -3.68877 -2.62331
H 0.62631 -4.67957 -0.23191
H -0.30979 -5.49667 1.04769
H 0.49651 -3.95897 1.39979
O 1.04051 -0.89047 3.29269
C 2.01151 -1.57957 2.95759
O 2.11861 -2.12317 1.83939
H 2.84531 -1.69997 3.67939
```

Atom charges from the natural (NBO) analysis, given in e for atoms 1 to 2: 0.89, -0.68

---

> Among the records above, which one has the lowest energy above the lowest of the compared OMol25 structures with the same formula, charge and spin?

C22H25ClN3O6RuSSiTe

---

> The highest energy above the lowest of the compared OMol25 structures with the same formula, charge and spin belongs to which entry?

C22H25ClF6N5O5PReSb2Se4Te

---

Repeat the second record exactly.
ORCA calculation (ωB97M-V/def2-TZVPD) on a single C22H25ClN2O4S molecule at a distorted geometry.

Output
LUMO level in eV: 0.272
HOMO in eV: -8.75
Frontier orbital gap in Eh: 0.331
Max |F| in eV Å⁻¹: 1.1
SMILES string: COc1ccc(Cl)cc1N(CC(=O)N[C@@H]1C[C@H]2CC[C@@H]1C2)S(=O)(=O)c1ccccc1
DFT total energy in a.u.: -2122.1809
Energy above the lowest of the compared OMol25 structures with the same formula, charge and spin in kJ/mol: 24.3

```
55
C22H25ClN2O4S ωB97M-V/def2-TZVPD
C 0.92758 0.32437 2.77110
O 1.97140 -0.40046 2.13189
C 2.83640 0.33775 1.36834
C 4.17867 0.36258 1.72028
C 5.10327 1.06615 0.97048
C 4.66736 1.76109 -0.14458
Cl 5.79922 2.65271 -1.09475
C 3.34052 1.72907 -0.53607
C 2.41218 1.00364 0.20509
N 1.08436 0.86348 -0.19448
C 0.40296 1.92372 -0.91489
C -0.97999 2.11080 -0.26443
O -1.17559 2.97125 0.57063
N -1.90279 1.24959 -0.70761
C -3.22966 1.15375 -0.13620
C -3.35317 -0.00471 0.88140
C -4.44631 -0.88865 0.27331
C -5.78728 -0.15611 0.40073
C -5.65538 0.99135 -0.62121
C -4.25735 0.77290 -1.21165
C -4.15461 -0.75259 -1.22032
S 0.55232 -0.71988 -0.51730
O -0.05148 -0.66219 -1.82571
O -0.29474 -1.20315 0.52794
C 2.06063 -1.67249 -0.61599
C 2.93187 -1.40408 -1.65425
C 4.11854 -2.11207 -1.73465
C 4.40948 -3.07894 -0.78430
C 3.51448 -3.35288 0.23765
C 2.32677 -2.64502 0.32595
H 0.39652 0.98271 2.08376
H 0.23808 -0.42640 3.14877
H 1.33555 0.91353 3.59886
H 4.48485 -0.17524 2.60355
H 6.14279 1.08617 1.25409
H 3.03474 2.24858 -1.43030
H 0.96057 2.85217 -0.78835
H 0.30254 1.67371 -1.97632
H -1.61160 0.49848 -1.31921
H -3.43414 2.12726 0.31612
H -3.61349 0.35223 1.87649
H -2.40793 -0.54395 0.94591
H -4.45819 -1.90114 0.67258
H -5.95166 0.20943 1.41330
H -6.61464 -0.81837 0.14394
H -5.74749 1.97275 -0.15806
H -6.41385 0.91450 -1.40054
H -4.09286 1.28137 -2.16037
H -4.90796 -1.22354 -1.84963
H -3.16779 -1.12132 -1.49497
H 2.67114 -0.65632 -2.38630
H 4.81382 -1.90960 -2.53455
H 5.33813 -3.62621 -0.84572
H 3.74176 -4.11434 0.96762
H 1.61145 -2.81747 1.11291
```

Atom charges from the natural (NBO) analysis, given in e for atoms 1 to 2: -0.25, -0.54

---

What did the second record say?
ORCA calculation (ωB97M-V/def2-TZVPD) on a single C22H25ClN2O4S molecule at a distorted geometry.

Output
LUMO level in eV: 0.272
HOMO in eV: -8.75
Frontier orbital gap in Eh: 0.331
Max |F| in eV Å⁻¹: 1.1
SMILES string: COc1ccc(Cl)cc1N(CC(=O)N[C@@H]1C[C@H]2CC[C@@H]1C2)S(=O)(=O)c1ccccc1
DFT total energy in a.u.: -2122.1809
Energy above the lowest of the compared OMol25 structures with the same formula, charge and spin in kJ/mol: 24.3

```
55
C22H25ClN2O4S ωB97M-V/def2-TZVPD
C 0.92758 0.32437 2.77110
O 1.97140 -0.40046 2.13189
C 2.83640 0.33775 1.36834
C 4.17867 0.36258 1.72028
C 5.10327 1.06615 0.97048
C 4.66736 1.76109 -0.14458
Cl 5.79922 2.65271 -1.09475
C 3.34052 1.72907 -0.53607
C 2.41218 1.00364 0.20509
N 1.08436 0.86348 -0.19448
C 0.40296 1.92372 -0.91489
C -0.97999 2.11080 -0.26443
O -1.17559 2.97125 0.57063
N -1.90279 1.24959 -0.70761
C -3.22966 1.15375 -0.13620
C -3.35317 -0.00471 0.88140
C -4.44631 -0.88865 0.27331
C -5.78728 -0.15611 0.40073
C -5.65538 0.99135 -0.62121
C -4.25735 0.77290 -1.21165
C -4.15461 -0.75259 -1.22032
S 0.55232 -0.71988 -0.51730
O -0.05148 -0.66219 -1.82571
O -0.29474 -1.20315 0.52794
C 2.06063 -1.67249 -0.61599
C 2.93187 -1.40408 -1.65425
C 4.11854 -2.11207 -1.73465
C 4.40948 -3.07894 -0.78430
C 3.51448 -3.35288 0.23765
C 2.32677 -2.64502 0.32595
H 0.39652 0.98271 2.08376
H 0.23808 -0.42640 3.14877
H 1.33555 0.91353 3.59886
H 4.48485 -0.17524 2.60355
H 6.14279 1.08617 1.25409
H 3.03474 2.24858 -1.43030
H 0.96057 2.85217 -0.78835
H 0.30254 1.67371 -1.97632
H -1.61160 0.49848 -1.31921
H -3.43414 2.12726 0.31612
H -3.61349 0.35223 1.87649
H -2.40793 -0.54395 0.94591
H -4.45819 -1.90114 0.67258
H -5.95166 0.20943 1.41330
H -6.61464 -0.81837 0.14394
H -5.74749 1.97275 -0.15806
H -6.41385 0.91450 -1.40054
H -4.09286 1.28137 -2.16037
H -4.90796 -1.22354 -1.84963
H -3.16779 -1.12132 -1.49497
H 2.67114 -0.65632 -2.38630
H 4.81382 -1.90960 -2.53455
H 5.33813 -3.62621 -0.84572
H 3.74176 -4.11434 0.96762
H 1.61145 -2.81747 1.11291
```

Atom charges from the natural (NBO) analysis, given in e for atoms 1 to 2: -0.25, -0.54